[1]
{"formula": "C19H41N4O6PSi", "method": "ωB97M-V with the def2-TZVPD basis set", "symbols": ["C", "C", "C", "C", "C", "C", "O", "Si", "C", "C", "C", "N", "C", "N", "C", "C", "C", "O", "C", "C", "C", "C", "N", "O", "P", "N", "O", "H", "H", "H", "H", "H", "H", "H", "H", "H", "H", "H", "H", "H", "H", "H", "H", "H", "H", "H", "H", "H", "H", "H", "H", "H", "H", "H", "H", "H", "H", "H", "H", "H", "H", "H", "H", "H", "H", "C", "C", "O", "O", "H", "H", "H"], "xyz": [[1.758, 3.036, -2.596], [1.640, 2.555, -1.067], [0.264, 1.751, -0.807], [0.613, 0.990, 0.605], [1.308, -0.447, 0.564], [0.424, -1.664, 1.122], [1.377, -2.621, 1.677], [1.244, -4.172, 0.900], [1.911, -4.237, -0.887], [-0.610, -4.738, 1.050], [2.248, -5.514, 1.885], [-0.600, 1.233, 1.452], [-0.999, 2.639, 1.086], [-1.970, 3.373, 1.915], [-1.537, 3.540, 3.339], [-3.317, 2.789, 1.886], [-4.532, 3.814, 2.184], [-3.596, 1.585, 1.685], [-1.093, 2.633, -0.514], [-2.440, 2.170, -1.249], [-2.697, 0.590, -1.290], [-3.375, 0.089, -2.679], [-2.980, 0.576, -4.019], [-4.264, -0.801, -2.633], [-0.884, 4.499, -0.949], [-0.989, 4.703, -2.712], [-2.191, 5.415, -0.321], [1.973, 4.160, -2.640], [0.761, 2.765, -3.107], [2.565, 2.435, -3.145], [1.756, 3.385, -0.293], [2.482, 1.793, -0.853], [0.166, 0.855, -1.509], [1.423, 1.641, 1.105], [2.330, -0.427, 1.083], [1.525, -0.676, -0.547], [-0.299, -1.360, 1.950], [-0.081, -2.152, 0.216], [2.934, -3.716, -1.021], [2.103, -5.331, -1.206], [1.208, -3.751, -1.660], [-1.084, -4.550, 0.021], [-0.616, -5.837, 1.351], [-1.065, -4.050, 1.857], [3.257, -5.667, 1.332], [1.710, -6.537, 1.870], [2.462, -5.191, 2.959], [-1.283, 0.549, 1.050], [-0.603, 0.983, 2.453], [-0.025, 3.236, 1.276], [-2.467, 3.381, 3.993], [-1.151, 4.588, 3.576], [-0.747, 2.780, 3.650], [-4.777, 3.837, 3.309], [-4.243, 4.900, 1.923], [-5.489, 3.530, 1.642], [-3.357, 2.739, -0.836], [-2.358, 2.518, -2.348], [-3.423, 0.219, -0.474], [-1.755, -0.052, -1.173], [-3.225, 1.575, -4.060], [-1.962, 0.427, -4.091], [-0.569, 5.610, -2.995], [-2.005, 4.797, -2.909], [-3.051, 4.943, -0.400], [6.653, -6.196, -0.217], [5.194, -5.784, -0.038], [4.345, -6.557, -0.550], [5.022, -4.715, 0.605], [6.736, -7.128, -0.780], [7.195, -5.415, -0.757], [7.121, -6.340, 0.761]], "forces_ev_per_angstrom": [[-0.3, -0.5, 0.3], [0.0, -0.9, -0.7], [1.0, -0.7, 1.5], [2.8, 1.5, 0.3], [-0.6, -0.3, -0.8], [1.7, -0.5, -0.3], [-1.6, 0.3, -1.3], [1.2, -2.4, 0.9], [0.3, 0.6, -1.4], [0.2, 1.0, -0.4], [0.6, -0.1, -0.2], [-1.6, -2.1, -1.0], [1.1, 2.3, -0.2], [-0.8, -2.6, -0.4], [-0.5, 0.6, 1.2], [-2.5, -1.2, 0.2], [0.7, 0.7, 0.4], [1.8, 3.5, 0.2], [-0.8, -0.1, -0.3], [0.2, -0.6, -0.4], [-1.0, -0.5, -0.3], [-2.7, -2.9, 0.3], [0.2, -0.1, 2.0], [3.3, 3.4, 0.2], [1.7, 2.2, 0.0], [-1.7, -0.1, 1.4], [0.0, -2.3, -0.9], [-0.4, -1.7, -0.2], [1.6, 0.9, 0.6], [-1.0, 1.1, 0.9], [-0.3, -1.0, -1.2], [-1.3, 1.2, -0.3], [-0.2, 1.8, 0.3], [-1.4, -0.8, -0.7], [-1.7, 0.0, -0.5], [-0.2, 0.4, 1.7], [0.6, -0.4, -1.1], [0.0, 0.9, 1.4], [-1.5, -0.9, 0.5], [-0.3, 1.6, 0.7], [0.8, -0.7, 1.0], [0.2, -0.5, 1.6], [-0.2, 1.6, -0.5], [0.3, -1.3, -1.2], [-1.6, 0.4, 1.0], [0.6, 1.7, 0.1], [-0.3, -0.5, -1.3], [-0.1, 0.8, 0.6], [0.6, 0.4, -0.4], [-1.4, -0.9, -0.3], [1.5, 0.2, -0.8], [-0.4, -1.4, -0.6], [-1.0, 0.9, -0.4], [0.5, -0.3, -1.7], [-0.3, -1.8, 0.3], [1.5, 0.1, 0.6], [1.4, -1.1, -0.4], [0.2, -0.5, 1.7], [1.1, 0.8, -1.3], [-1.0, 1.1, -0.3], [0.5, -0.5, -0.3], [-0.6, 0.6, -0.2], [-0.2, -0.9, 0.6], [0.8, -0.1, -0.4], [0.5, 0.6, 0.0], [0.4, -0.3, -0.2], [0.3, -0.1, -0.2], [-0.3, 0.5, 0.3], [-0.4, -0.1, -0.2], [-0.1, 0.1, 0.0], [0.0, 0.0, 0.1], [0.0, 0.1, 0.0]], "largest_force_ev_per_a": 4.78, "energy_ha": -2049.6912, "orbital_gap_ev": 4.95, "homo_energy_ev": -6.02}



[2]
{"formula": "C22H34Cl2O10", "method": "ωB97M-V with the def2-TZVPD basis set", "symbols": ["O", "C", "C", "C", "C", "O", "H", "H", "H", "H", "H", "H", "O", "C", "C", "C", "C", "O", "H", "H", "H", "H", "H", "H", "O", "C", "C", "C", "C", "O", "H", "H", "H", "H", "H", "H", "O", "C", "C", "C", "C", "O", "H", "H", "H", "H", "H", "H", "O", "C", "C", "C", "C", "O", "H", "H", "H", "H", "H", "H", "Cl", "C", "C", "Cl", "H", "H", "H", "H"], "xyz": [[-3.164, 4.133, 1.536], [-3.326, 2.927, 1.552], [-2.505, 1.922, 2.470], [-3.579, 0.786, 2.549], [-4.433, 0.833, 1.301], [-4.362, 2.255, 0.819], [-1.799, 1.395, 1.828], [-1.930, 2.354, 3.290], [-3.090, -0.167, 2.749], [-4.207, 1.021, 3.408], [-4.021, 0.196, 0.518], [-5.410, 0.365, 1.429], [1.543, -0.961, -3.440], [2.334, -0.566, -2.649], [2.869, -1.408, -1.575], [3.623, -0.336, -0.837], [3.969, 0.733, -1.821], [2.883, 0.686, -2.780], [2.154, -1.746, -0.825], [3.298, -2.349, -1.919], [2.867, 0.070, -0.165], [4.395, -0.869, -0.281], [3.928, 1.770, -1.485], [4.842, 0.485, -2.425], [-0.173, 2.233, -0.252], [-0.018, 3.163, -1.000], [0.902, 4.285, -0.842], [0.317, 5.222, -1.829], [-0.182, 4.416, -2.968], [-0.722, 3.324, -2.190], [1.017, 4.837, 0.092], [1.862, 3.878, -1.159], [-0.593, 5.555, -1.330], [0.918, 6.104, -2.049], [-1.007, 4.878, -3.511], [0.597, 3.973, -3.588], [1.319, -5.959, -1.668], [0.132, -6.186, -1.777], [-1.016, -5.666, -0.970], [-2.159, -6.658, -1.364], [-1.782, -7.102, -2.785], [-0.387, -6.923, -2.791], [-0.995, -5.797, 0.112], [-1.276, -4.663, -1.310], [-2.257, -7.521, -0.706], [-3.131, -6.164, -1.352], [-2.178, -8.063, -3.112], [-2.230, -6.420, -3.507], [4.185, 0.829, 2.750], [3.131, 1.252, 3.194], [2.564, 2.658, 2.964], [1.089, 2.510, 3.150], [0.900, 1.150, 3.812], [2.136, 0.506, 3.741], [3.065, 3.279, 3.707], [2.829, 3.072, 1.991], [0.686, 3.154, 3.932], [0.592, 2.486, 2.181], [0.643, 1.097, 4.870], [0.231, 0.476, 3.277], [0.393, -2.735, 0.997], [-0.487, -1.251, 0.590], [-0.999, -1.168, -0.837], [-2.457, -2.242, -1.115], [0.251, -0.471, 0.781], [-1.250, -1.187, 1.365], [-0.212, -1.525, -1.500], [-1.135, -0.166, -1.245]], "forces_ev_per_angstrom": [[-0.6, -2.3, -0.6], [0.2, 0.7, 0.6], [-1.8, -1.0, -3.2], [0.3, 0.8, 2.3], [1.6, 0.5, -1.0], [1.2, -0.4, 2.1], [0.6, 0.7, -0.4], [-0.9, 0.0, 0.2], [-0.3, -0.1, -0.2], [-0.2, -0.3, 0.1], [0.5, 0.3, -0.3], [-0.5, 1.2, 0.3], [-1.3, 0.0, -1.1], [-1.0, -0.2, -2.0], [-0.1, 0.5, 1.2], [0.8, -0.9, 1.7], [0.0, 0.3, -1.2], [-0.4, -1.4, 0.9], [-0.7, -0.1, -0.7], [0.7, 0.5, -0.3], [0.4, 0.2, 0.4], [0.5, 1.0, 0.3], [0.7, -0.2, 0.4], [0.4, 0.4, 0.4], [-0.3, -0.2, -0.5], [-1.5, -0.8, -0.2], [1.3, 0.7, -0.5], [0.0, 2.6, -0.2], [0.0, -0.9, 0.7], [0.1, -1.6, 1.0], [-0.2, -0.9, 0.4], [0.4, 0.2, 0.0], [-0.1, 0.6, -0.1], [0.1, -0.1, -0.2], [0.3, -0.2, -0.2], [-0.1, 0.3, -0.4], [-1.5, -0.5, -0.2], [1.0, 0.5, 0.1], [-1.9, -1.7, 0.3], [-0.6, 0.3, -0.5], [-1.1, 1.5, 0.7], [1.6, -1.0, -1.0], [1.0, 0.8, -0.1], [0.2, 0.1, 0.3], [0.4, 0.1, 0.2], [0.0, 0.0, 0.0], [0.9, -0.4, 0.4], [0.2, 0.4, -0.1], [-1.6, 0.3, 1.5], [0.2, -0.1, -2.4], [1.1, 0.0, 0.4], [-1.0, -0.2, 1.0], [0.0, -1.0, -0.1], [2.7, -1.2, -0.1], [-0.2, 0.3, 0.1], [0.2, -0.3, 0.0], [-0.2, 0.9, -0.9], [-0.3, 0.6, 0.3], [-0.4, 0.6, 0.0], [-0.4, 0.3, 0.0], [0.1, -0.6, -0.2], [-0.2, 0.6, 0.3], [0.6, -0.8, -0.4], [0.7, 0.8, 0.2], [-0.2, 0.3, -0.3], [-0.2, 0.2, -0.3], [-0.1, -0.5, 0.0], [-0.7, 0.1, 0.7]], "largest_force_ev_per_a": 3.78, "energy_ha": -2531.4344, "smiles": "O=C1CCCO1.O=C1CCCO1.O=C1CCCO1.O=C1CCCO1.O=C1CCCO1.ClCCCl", "orbital_gap_ev": 10.37, "e_above_lowest_ev": 1.683, "homo_energy_ev": -9.95}



[3]
{"formula": "C4H15NO2", "method": "ωB97M-V with the def2-TZVPD basis set", "symbols": ["C", "C", "C", "N", "C", "H", "H", "H", "H", "H", "H", "H", "H", "H", "H", "H", "O", "H", "H", "O", "H", "H"], "xyz": [[0.216, -1.877, -0.262], [0.893, -0.938, 0.763], [1.041, 0.521, 0.263], [-0.278, 1.185, 0.328], [-0.331, 2.644, 0.242], [0.467, -1.641, -1.289], [0.311, -2.946, -0.083], [-0.882, -1.782, -0.246], [0.129, -0.882, 1.541], [1.844, -1.319, 1.133], [1.738, 0.987, 0.960], [1.405, 0.557, -0.771], [-0.706, 0.737, -0.476], [0.400, 3.068, 0.911], [-0.208, 3.010, -0.809], [-1.391, 2.889, 0.302], [-3.019, -0.766, 2.290], [-3.199, 0.008, 2.835], [-2.169, -0.519, 1.934], [1.356, -0.612, -3.101], [1.053, -0.941, -3.940], [1.331, -1.382, -2.524]], "forces_ev_per_angstrom": [[-0.7, 0.1, 0.0], [-1.1, 0.1, -0.9], [-0.2, -0.2, 0.6], [0.5, -1.1, 0.0], [-0.7, -1.0, -2.5], [0.1, -0.2, 0.2], [0.6, 0.0, 0.1], [0.2, 0.4, 0.1], [0.7, 0.0, 0.7], [-0.1, -0.1, 0.0], [0.0, 0.4, -0.2], [0.5, 0.0, 0.2], [-0.8, 0.6, 0.1], [-0.3, 0.5, 0.3], [1.0, -0.1, 0.5], [0.1, 0.5, 1.3], [-0.2, 0.3, 0.3], [-0.3, -0.2, 0.1], [0.6, 0.0, -0.5], [0.2, 0.2, 0.4], [-0.2, -0.1, -0.6], [0.2, 0.1, -0.2]], "largest_force_ev_per_a": 2.76, "energy_ha": -366.5872, "smiles": "CCCNC.O.O", "orbital_gap_ev": 9.61, "e_above_lowest_ev": 1.740, "homo_energy_ev": -8.83}



[4]
{"formula": "C5H35N2O12", "method": "ωB97M-V with the def2-TZVPD basis set", "symbols": ["C", "O", "C", "C", "C", "C", "N", "N", "H", "H", "H", "H", "H", "H", "H", "H", "H", "H", "H", "H", "H", "H", "H", "O", "H", "H", "O", "H", "H", "O", "H", "H", "O", "H", "H", "O", "H", "H", "O", "H", "H", "O", "H", "H", "O", "H", "H", "O", "H", "H", "O", "H", "H", "O"], "xyz": [[-2.241, 1.424, 2.448], [-2.194, 2.745, 1.834], [-1.330, 0.410, 1.827], [-2.111, -0.890, 1.620], [-1.044, -1.575, 0.774], [-0.885, -2.887, 1.000], [0.124, -3.563, 0.150], [-0.005, 0.352, 2.497], [-3.293, 1.144, 2.219], [-2.147, 1.462, 3.604], [-1.319, 3.109, 2.220], [-1.094, 0.899, 0.815], [-3.045, -0.790, 1.130], [-2.421, -1.416, 2.530], [-0.359, -0.977, 0.213], [-1.644, -3.591, 1.353], [0.426, -4.490, 0.469], [-0.283, -3.822, -0.699], [1.005, -3.002, 0.126], [0.003, -0.008, 3.390], [0.544, -0.373, 2.049], [-0.919, 1.511, -4.666], [-1.834, 0.348, -4.108], [-0.942, 0.563, -4.258], [2.374, -0.882, 0.679], [2.830, -2.038, -0.264], [1.943, -1.582, 0.119], [-0.671, -2.474, -2.899], [-1.183, -1.423, -2.005], [-1.105, -2.383, -2.004], [-2.920, 2.189, -0.986], [-3.845, 1.172, -1.594], [-3.014, 1.532, -1.708], [4.381, 0.439, 0.971], [2.990, 0.908, 1.123], [3.461, 0.094, 1.274], [0.418, 3.569, 0.849], [0.379, 4.932, 0.308], [0.218, 4.053, 0.016], [1.434, 2.389, 0.218], [2.894, 3.072, 0.670], [2.358, 2.280, 0.519], [2.661, -3.113, -2.492], [3.848, -2.195, -1.868], [3.221, -2.860, -1.729], [-0.646, 0.867, -2.577], [0.148, 1.401, -1.485], [-0.188, 0.566, -1.796], [0.513, 2.116, 2.700], [1.017, 3.549, 3.337], [0.423, 3.119, 2.707], [1.014, -1.534, -2.791], [0.872, -2.049, -4.351], [1.185, -2.299, -3.477]], "forces_ev_per_angstrom": [[-2.0, 1.5, 1.2], [2.6, -0.5, 1.8], [-0.4, 2.2, -0.4], [2.5, -0.1, -0.5], [-1.6, -3.1, 2.3], [0.1, 0.3, -2.0], [1.1, -1.4, 2.5], [0.0, 0.2, -2.6], [0.7, -0.1, 0.4], [0.0, 0.1, -1.7], [-1.9, -0.2, -1.0], [-0.5, -1.1, 1.1], [-0.7, 0.8, -1.1], [0.8, 0.0, 0.1], [0.2, 0.0, -0.6], [0.4, 0.6, 0.5], [-0.1, 0.3, 0.8], [-0.7, 0.6, -2.5], [-0.2, 0.8, -0.6], [-0.8, -0.7, 2.9], [0.4, 0.2, -0.6], [-0.3, -2.7, 1.0], [-2.1, -0.2, 0.0], [2.0, 2.9, -1.7], [-0.2, -0.6, -0.3], [-3.3, 1.1, 0.8], [2.8, -1.2, -0.5], [-0.5, -0.6, 1.3], [-0.2, 0.4, 0.7], [0.3, 0.1, -1.9], [0.0, -0.5, -0.5], [-2.8, -1.1, 0.3], [2.7, 1.6, 0.2], [-2.1, -1.5, 0.8], [-1.1, 1.2, -0.1], [3.7, 0.4, -0.1], [-0.6, 0.5, -0.2], [0.1, 1.4, 0.0], [0.1, -1.6, 0.3], [1.3, 0.9, 0.1], [-1.1, 0.1, -0.4], [0.1, -0.7, -0.1], [0.7, 1.0, 0.2], [1.3, 1.4, -1.4], [-1.3, -2.6, 0.8], [-0.5, -0.2, -0.9], [0.4, 0.4, 0.6], [0.5, -0.4, 0.9], [0.2, 0.7, 0.3], [-0.2, -0.5, -0.1], [0.1, -0.4, -0.1], [0.5, -1.7, -2.2], [0.1, 0.5, 0.0], [-0.4, 1.5, 1.9]], "largest_force_ev_per_a": 4.24, "total_charge": 1, "energy_ha": -1223.5884, "orbital_gap_ev": 10.16, "e_above_lowest_ev": 5.030, "homo_energy_ev": -12.43}



Number 4 is which compound?
C5H35N2O12